A structure of composition C24H60AsF12N5O11, computed with ωB97M-V/def2-TZVPD.

For the maximum force, the calculation gives 7.2 eV Å⁻¹. Its spin multiplicity is 1. The energy above the lowest of the compared OMol25 structures with the same formula, charge and spin comes out at 0.0 kcal per mole. The HOMO energy is -4.1 eV.

```
113
Properties=species:S:1:pos:R:3:forces:R:3:mulliken_charge:R:1
C -1.123 -4.672 5.288 -3.415 -1.566 0.355 -1.66
C -0.061 -3.684 5.351 -0.663 0.293 -0.269 0.30
C -0.373 -2.421 4.568 -0.467 0.494 0.144 -0.25
O -1.504 -1.722 5.073 0.081 -0.969 0.500 -0.46
C -1.733 -0.338 4.581 1.346 -2.213 -0.194 -0.44
N 0.099 -3.301 6.817 0.458 0.429 -0.544 -0.20
H -0.671 -2.791 7.224 -1.440 -0.338 -0.342 0.37
H 0.280 -4.144 7.344 0.340 -0.012 0.550 0.36
H 0.783 -2.565 6.919 1.210 -0.281 0.078 0.32
H -1.532 -4.975 4.324 0.945 0.215 -0.559 0.40
H -2.054 -4.257 5.675 -0.065 0.322 0.441 0.41
H -1.010 -5.612 5.828 0.621 0.023 0.140 0.40
H 0.834 -4.191 4.991 0.558 0.710 0.275 0.24
H -0.566 -2.741 3.544 0.462 0.269 -0.304 0.52
H 0.550 -1.858 4.703 0.149 0.833 -0.715 0.03
H -0.728 0.049 4.751 -0.508 1.363 0.218 0.17
H -2.604 -0.002 5.142 0.529 0.383 -0.097 0.26
H -1.893 -0.358 3.503 -0.322 0.081 0.022 0.23
C 2.411 3.637 -3.196 1.277 -1.280 -0.650 -1.58
C 1.356 4.683 -3.213 -0.741 0.439 -0.703 0.31
C -0.005 4.128 -3.798 1.060 1.033 -1.032 -0.78
O -1.034 5.070 -3.694 1.791 1.408 2.468 -0.41
C -2.310 4.584 -3.865 -0.612 -2.745 -1.526 -0.73
N 1.130 5.303 -1.864 -0.235 -0.475 0.035 0.02
H 0.189 5.669 -1.890 -0.837 0.020 0.292 0.41
H 1.262 4.616 -1.136 -0.319 -0.677 0.703 -0.05
H 1.741 6.059 -1.588 0.626 0.196 -0.355 0.44
H 2.252 2.777 -2.546 -0.216 0.401 0.618 0.17
H 3.431 4.010 -3.103 -0.167 0.277 0.709 0.50
H 2.510 3.130 -4.156 -0.602 0.245 -0.528 0.55
H 1.725 5.538 -3.779 -0.358 -0.156 -0.501 0.40
H -0.159 3.098 -3.475 -0.626 0.130 0.828 0.28
H 0.116 4.065 -4.879 0.764 -0.426 -0.338 0.49
H -3.112 5.318 -3.798 0.527 -0.150 0.092 0.26
H -2.479 3.644 -3.340 -0.338 0.572 1.520 0.29
H -2.246 4.049 -4.812 -0.799 0.716 -1.315 0.38
C 1.946 -2.402 -5.364 0.034 -0.505 -0.319 -1.56
C 1.411 -1.644 -4.194 0.539 1.274 0.391 0.36
C 2.530 -0.882 -3.365 -0.630 -0.540 0.630 -0.38
O 3.212 0.112 -4.094 -2.017 -0.669 -1.263 -0.36
C 4.317 0.628 -3.448 0.922 0.592 0.207 -0.90
N 0.337 -0.650 -4.719 1.326 -0.302 0.091 -0.12
H -0.077 -0.214 -3.908 -0.692 0.430 0.518 0.12
H 0.724 0.056 -5.330 0.644 0.552 0.118 0.38
H -0.330 -1.105 -5.326 -0.649 -0.574 0.334 0.39
H 2.580 -3.216 -5.010 0.138 0.151 0.004 0.38
H 2.512 -1.764 -6.044 0.047 -0.034 0.031 0.37
H 1.134 -2.893 -5.900 -0.043 0.041 -0.161 0.48
H 0.799 -2.276 -3.551 0.391 -0.065 0.301 0.13
H 3.225 -1.585 -2.906 0.379 -0.878 -0.894 0.54
H 2.148 -0.530 -2.407 -0.839 0.894 -0.234 0.19
H 4.652 1.542 -3.940 -0.365 0.088 -0.136 0.25
H 5.160 -0.052 -3.573 0.129 -0.272 0.643 0.35
H 4.057 0.893 -2.423 0.406 -0.150 0.300 0.39
C 2.224 0.700 3.804 1.599 -0.880 -1.014 -1.12
C 3.641 0.041 3.421 -1.311 0.924 0.169 0.16
C 3.744 -1.470 3.633 0.128 0.420 -1.375 -0.82
O 2.950 -2.022 2.593 -0.429 0.297 0.962 -0.06
C 2.938 -3.407 2.418 0.544 -1.740 -1.612 -0.93
N 3.982 0.379 1.971 -0.123 -0.758 -0.010 -0.05
H 4.880 0.034 1.663 0.792 0.139 0.422 0.40
H 3.399 -0.027 1.252 -1.337 -0.540 0.169 0.12
H 3.922 1.357 1.725 -0.035 1.528 -0.064 0.15
H 2.040 0.567 4.870 0.161 0.093 -0.023 0.39
H 1.417 0.245 3.229 0.055 0.034 -0.077 0.12
H 2.298 1.755 3.543 -0.244 0.020 0.173 0.50
H 4.393 0.579 3.999 0.109 -0.213 0.037 0.33
H 3.481 -1.717 4.661 -0.449 -0.162 0.032 0.31
H 4.768 -1.809 3.477 0.341 0.017 0.151 0.53
H 3.639 -4.034 2.969 -0.035 0.520 0.956 0.44
H 3.267 -3.660 1.411 0.293 0.519 -0.462 0.35
H 1.969 -3.901 2.349 -0.493 0.574 0.928 0.16
N 3.808 3.565 0.023 0.289 -1.835 1.510 1.25
O 2.960 3.125 0.768 -2.905 -1.281 2.416 -0.67
O 3.640 4.640 -0.470 0.292 3.002 -2.282 -0.72
O 4.797 2.849 -0.115 2.355 -0.433 -1.338 -0.76
As -0.560 1.019 -0.264 -1.306 0.768 0.755 1.98
F 0.356 2.583 -0.615 -0.711 -1.743 0.714 -0.42
F -1.121 1.473 1.421 1.036 -0.353 -2.340 -0.51
F -1.520 -0.474 -0.181 1.424 1.252 0.184 -0.53
F 0.047 0.449 -1.868 -0.049 0.209 0.572 -0.44
F 0.936 0.293 0.549 -1.500 0.693 -1.120 -0.52
F -1.952 1.830 -1.041 1.626 -0.856 0.790 -0.50
C -5.903 3.168 -0.894 -3.293 -2.782 -0.748 0.15
O -5.782 2.914 0.501 0.106 1.342 0.576 -0.26
O -7.192 2.661 -1.122 2.987 2.592 -1.071 -0.91
C -5.436 4.627 -1.485 -2.434 -3.031 6.093 0.75
F -4.199 4.608 -1.851 3.216 0.260 -0.424 -0.23
F -6.127 4.990 -2.446 -2.911 1.431 -4.654 -0.29
F -5.616 5.584 -0.529 0.729 0.710 0.542 -0.34
C -4.568 2.773 1.146 -0.626 -0.681 1.159 0.35
C -5.006 2.135 2.514 0.106 0.320 -0.640 -1.23
H -5.624 1.271 2.268 0.240 -0.195 -0.250 0.35
H -4.176 1.797 3.135 0.178 0.138 0.093 0.20
H -5.704 2.743 3.090 0.335 0.476 -0.001 0.36
H -4.057 3.735 1.178 0.413 0.138 0.560 0.26
H -3.912 2.036 0.684 0.204 -0.050 -0.452 -0.11
H -5.122 2.552 -1.340 0.652 -0.607 -0.565 -0.06
C -2.590 -5.446 -1.939 -1.184 -4.025 -0.162 -0.19
O -1.612 -5.168 -0.937 1.166 1.848 0.989 -0.21
O -3.048 -6.764 -1.747 0.303 4.177 -0.191 -0.88
C -3.680 -4.228 -2.051 2.615 -0.896 2.478 0.81
F -3.086 -3.149 -2.672 -0.151 0.067 -0.026 -0.26
F -4.740 -4.527 -2.689 -1.777 -0.609 -1.646 -0.26
F -4.102 -3.779 -0.822 0.596 -0.048 -0.511 -0.30
C -0.713 -4.022 -1.038 -1.371 -0.865 0.019 0.19
C 0.141 -4.151 0.219 0.387 0.149 -0.475 -1.20
H 0.476 -5.182 0.336 -0.643 -0.273 0.159 0.39
H 1.104 -3.640 0.215 -0.142 0.787 -0.298 0.37
H -0.465 -3.792 1.051 0.163 -0.274 0.232 0.20
H -1.247 -3.076 -1.128 -0.364 0.153 0.854 0.15
H -0.177 -3.956 -1.985 0.711 -0.950 -0.357 0.02
H -1.990 -5.485 -2.848 -0.060 0.883 -1.077 0.12
```
Forces are in eV/Å.

***

A cluster of 4 separate species, C24H60N4 in total, computed with ωB97M-V/def2-TZVPD.

For the maximum force, the calculation gives 2.7 eV Å⁻¹. Its spin multiplicity is 1. The energy above the lowest of the compared OMol25 structures with the same formula, charge and spin comes out at 89.3 kcal per mole. The HOMO energy is -8.1 eV. Its SMILES is CCN(CC)CC.CCN(CC)CC.CCN(CC)CC.CCN(CC)CC.

```
88
Properties=species:S:1:pos:R:3:forces:R:3:mulliken_charge:R:1
C 6.561 6.401 7.061 -0.107 -0.366 0.230 -1.47
C 6.283 7.164 5.764 1.045 -0.762 0.098 -0.27
N 4.943 7.749 5.599 0.744 0.360 1.011 -0.12
C 4.954 8.509 4.344 -0.733 -0.603 0.233 -0.32
C 4.850 7.568 3.164 -0.110 -0.484 -1.776 -1.31
C 4.673 8.670 6.739 1.316 0.038 -0.359 -0.52
C 3.266 9.173 6.861 -0.809 -0.044 0.140 -1.30
H 7.168 6.918 7.804 -0.335 0.500 0.011 0.33
H 7.170 5.521 6.853 -0.214 -0.193 -0.168 0.39
H 5.630 6.074 7.524 0.055 -0.109 0.046 0.38
H 7.136 7.828 5.621 -0.155 1.383 0.315 0.35
H 6.604 6.495 4.966 -1.219 -0.379 -0.362 0.33
H 4.099 9.185 4.326 -0.094 -0.090 0.041 0.30
H 5.834 9.152 4.357 0.367 0.078 -0.484 0.36
H 5.614 6.802 3.029 0.361 0.209 0.535 0.30
H 3.930 6.999 3.034 -0.378 0.058 1.068 0.33
H 4.826 8.049 2.187 0.442 0.769 0.063 0.42
H 5.402 9.481 6.748 0.069 0.902 -0.850 0.38
H 5.044 8.275 7.684 -0.745 -0.993 0.030 0.43
H 3.203 9.889 7.680 -0.043 -0.243 0.279 0.38
H 2.591 8.332 7.022 -0.038 -0.004 0.341 0.30
H 2.808 9.711 6.032 0.579 -0.028 -0.444 0.33
C -6.637 -9.475 0.883 1.595 0.446 1.212 -1.06
C -5.102 -9.009 0.644 -2.454 0.324 -0.575 -0.49
N -4.603 -7.831 1.395 -0.249 -1.675 -0.917 -0.01
C -3.155 -7.701 1.084 -2.200 0.968 1.122 -0.47
C -2.554 -6.730 2.059 1.601 -0.351 0.544 -1.31
C -5.386 -6.560 1.358 0.131 -0.709 -0.603 -0.62
C -5.136 -5.530 0.218 -0.303 0.443 1.223 -1.13
H -6.758 -10.154 1.726 0.411 -0.417 -0.081 0.31
H -7.049 -9.948 -0.009 0.033 0.239 0.051 0.31
H -7.249 -8.650 1.248 -0.041 0.291 -0.684 0.29
H -4.414 -9.850 0.726 -0.056 0.073 0.572 0.40
H -5.142 -8.837 -0.431 0.409 0.463 -0.499 0.28
H -2.669 -8.672 1.173 -0.278 0.010 -0.232 0.53
H -3.027 -7.249 0.100 0.249 -0.439 -0.492 0.32
H -2.856 -6.729 3.106 -1.087 -0.043 -0.261 0.34
H -1.574 -7.177 2.225 0.828 0.979 -0.385 0.39
H -2.549 -5.723 1.640 0.397 -0.015 0.390 0.28
H -5.275 -6.211 2.385 0.146 0.927 -0.310 0.35
H -6.458 -6.727 1.250 0.072 -0.809 0.252 0.31
H -4.211 -4.973 0.359 0.329 -0.413 -0.658 0.28
H -5.881 -4.741 0.326 -0.268 0.055 0.312 0.43
H -5.371 -5.896 -0.782 0.740 -0.346 0.017 0.27
C -6.907 0.535 -8.791 0.785 -1.141 -0.352 -1.24
C -5.559 -0.287 -8.732 -1.402 1.647 1.090 -0.46
N -4.620 0.306 -7.721 -1.890 -1.136 -0.623 0.06
C -3.412 -0.467 -7.805 1.552 -0.797 2.098 -0.53
C -2.589 -0.379 -6.486 -0.567 0.900 -1.122 -1.27
C -4.539 1.780 -7.739 0.614 -1.082 -0.414 -0.63
C -4.097 2.237 -9.104 0.303 1.926 0.067 -0.97
H -7.160 1.071 -7.876 0.488 0.215 -0.130 0.36
H -7.717 -0.190 -8.869 -0.100 0.091 -0.493 0.37
H -6.852 1.162 -9.681 -0.527 0.285 0.302 0.26
H -5.882 -1.302 -8.498 0.653 -0.096 0.629 0.47
H -5.118 -0.369 -9.725 0.175 0.308 -0.248 0.36
H -3.662 -1.526 -7.756 -0.534 -0.015 -0.829 0.36
H -2.711 -0.332 -8.628 -0.282 0.404 -0.643 0.35
H -1.621 -0.876 -6.546 -0.214 -0.290 0.005 0.36
H -2.380 0.684 -6.374 0.033 -0.036 0.807 0.31
H -3.268 -0.802 -5.746 0.529 0.333 0.488 0.31
H -3.901 2.078 -6.907 0.677 -0.080 -0.366 0.35
H -5.423 2.357 -7.466 -0.676 -0.862 -0.105 0.27
H -4.887 2.284 -9.853 -0.071 -0.817 0.006 0.24
H -3.192 1.755 -9.473 -0.172 -0.012 -0.048 0.27
H -3.915 3.306 -8.997 0.624 0.256 -0.119 0.41
C 3.443 0.793 2.722 0.545 0.544 0.191 -1.19
C 4.478 -0.386 2.710 -0.792 0.682 -0.558 -0.49
N 4.147 -1.098 1.484 0.105 0.056 -0.837 0.22
C 2.947 -1.885 1.617 -0.855 -0.386 -0.451 -0.77
C 2.059 -1.755 0.329 0.211 -0.543 0.608 -1.17
C 5.216 -1.917 0.881 -0.203 1.919 0.777 -0.62
C 6.450 -1.104 0.448 -0.078 -0.736 0.743 -1.25
H 3.616 1.684 3.324 0.706 -0.250 0.484 0.40
H 2.431 0.519 3.022 0.073 -0.504 -0.208 0.29
H 3.407 1.195 1.709 -0.126 -0.255 -0.082 0.32
H 5.529 -0.097 2.672 -0.221 0.559 -0.095 0.34
H 4.415 -1.025 3.591 -0.276 -0.188 0.348 0.30
H 2.363 -1.611 2.495 0.014 0.549 -0.128 0.47
H 3.233 -2.897 1.904 -0.031 -0.680 -0.501 0.44
H 2.687 -1.369 -0.474 -0.243 0.403 0.103 0.34
H 1.195 -1.134 0.566 0.285 0.486 -0.303 0.30
H 1.605 -2.656 -0.083 0.241 -0.461 0.397 0.32
H 5.453 -2.590 1.705 0.749 -0.864 -0.407 0.38
H 4.878 -2.435 -0.016 -0.481 -0.176 0.338 0.35
H 7.061 -1.906 0.035 0.671 0.512 -0.189 0.39
H 6.322 -0.280 -0.255 -0.529 -0.386 -0.258 0.30
H 6.944 -0.646 1.305 0.233 -0.281 0.027 0.34
```
Forces are in eV/Å.